[1]
Formula: C24H25As2N3O4PtS
Source: OMol25
Level of theory: the ωB97M-V functional and the def2-TZVPD basis

Values from the calculation:
Total energy, eV: -173696.9440
⟨S²⟩: 6.04
LUMO (spin up / spin down), eV: -5.843 / -9.399
HOMO-LUMO gap (spin up / spin down), eV: 7.41 / 5.69

The geometry in ORCA input format:
```
! RIJCOSX wB97M-V def2-TZVPD def2/J DEFGRID3
* xyz 2 5
Pt 0.9442 -0.3160 -0.4514
O 4.1310 1.5664 1.5869
C 3.3786 0.8563 0.9710
O 2.2625 1.2570 0.4018
C 3.6492 -0.6282 0.8591
C 4.8227 -1.2255 1.2789
C 4.9467 -2.6031 1.1434
C 3.9002 -3.3441 0.6060
C 2.7623 -2.6739 0.2027
N 2.6619 -1.3519 0.3378
C 1.5502 -3.3572 -0.3770
O 1.4099 -4.5500 -0.3168
O 0.6954 -2.5316 -0.9570
H 5.6046 -0.6081 1.6982
H 5.8551 -3.0988 1.4585
H 3.9467 -4.4181 0.4924
C 0.2126 0.5292 -4.1718
As -0.5584 -0.3388 -2.6198
C -1.1334 -2.0265 -3.3744
C -2.1474 0.6866 -2.2178
C -3.3808 0.4410 -2.8051
C -4.4659 1.2537 -2.4965
C -4.3194 2.3120 -1.6122
C -3.0868 2.5657 -1.0221
C -2.0006 1.7539 -1.3203
As -0.2709 2.0005 -0.5115
C 0.7582 3.2641 -1.5491
C -0.5907 2.9817 1.1246
H -0.4440 0.3282 -5.0179
H 1.2019 0.1199 -4.3663
H 0.2738 1.6027 -4.0196
H -2.0115 -1.8613 -3.9954
H -1.3373 -2.7665 -2.6110
H -0.3190 -2.3902 -3.9985
H -3.5135 -0.3726 -3.5058
H -5.4267 1.0607 -2.9542
H -5.1656 2.9452 -1.3817
H -2.9869 3.3983 -0.3371
H 0.1237 4.0902 -1.8656
H 1.2100 2.7859 -2.4129
H 1.5505 3.6186 -0.8920
H -0.9478 3.9809 0.8751
H 0.3603 3.0638 1.6451
H -1.3324 2.4751 1.7386
N -1.5708 -2.6654 0.1969
C -1.4654 -1.8853 1.2264
N -0.4623 -0.9529 1.3178
C -0.4381 -0.4068 2.5373
C 0.5321 0.5176 3.0128
C 0.4349 0.9590 4.2978
C -0.6208 0.5286 5.1405
C -1.5982 -0.3655 4.7008
C -1.4964 -0.8315 3.4148
S -2.5149 -1.9870 2.6151
H -0.7127 -2.7238 -0.4518
H -2.2879 -3.3791 0.1805
H 1.3179 0.8521 2.3489
H 1.1713 1.6491 4.6864
H -0.6689 0.9002 6.1556
H -2.3927 -0.6843 5.3612
*
```


[2]
Formula: C24H25BN13O3V
Source: OMol25
Level of theory: the ωB97M-V functional and the def2-TZVPD basis

Values from the calculation:
Total energy, eV: -77177.2407
⟨S²⟩: 0.76
LUMO (spin up / spin down), eV: 1.436 / 1.420
HOMO-LUMO gap (spin up / spin down), eV: 5.15 / 4.37

The geometry in ORCA input format:
```
! RIJCOSX wB97M-V def2-TZVPD def2/J DEFGRID3
* xyz -1 2
V -0.3614 -0.8728 0.3752
B 0.1285 2.7491 1.5765
N -0.3450 2.2400 2.9473
C 0.2750 2.3695 4.1349
C -0.4783 1.7249 5.0912
C -1.5776 1.2278 4.3701
N -1.4911 1.5413 3.0877
N 1.3131 1.8876 0.9837
C 2.5612 2.3207 0.8238
C 3.2801 1.3908 0.0841
C 2.3493 0.3928 -0.1714
N 1.1683 0.6903 0.3772
H 0.6242 3.8523 1.7044
H -0.8036 2.7340 0.8025
H 1.2007 2.9141 4.2089
H -0.2738 1.6331 6.1429
H -2.4177 0.6517 4.7263
H 2.8426 3.2764 1.2285
H 4.3094 1.4328 -0.2204
H 2.4568 -0.5429 -0.6989
N -2.0852 0.3969 0.4616
C -3.2302 -0.5066 0.6857
C -3.0352 -1.8650 0.0193
O -3.9997 -2.5118 -0.3389
O -1.7922 -2.2131 -0.1211
H -2.0002 1.0392 1.2577
H -2.2568 0.9639 -0.3639
H -4.1712 -0.0761 0.3360
H -3.3113 -0.6749 1.7627
C 2.6199 -1.6337 2.7443
N 2.1688 -2.9687 2.4173
C 1.4183 -3.2765 1.3549
N 0.9605 -4.5755 1.3035
O 1.1473 -2.4908 0.4336
H 3.6751 -1.4976 2.5012
H 2.4686 -1.4705 3.8114
H 2.0324 -0.8932 2.2062
H 2.1894 -3.6530 3.1630
H 0.8213 -5.0404 2.1931
H 0.1745 -4.6534 0.6726
N -0.5587 -1.2745 2.3388
C -0.7603 -1.9101 3.2877
C -0.8900 -2.7064 4.4161
C -0.0925 -3.8717 4.4889
N 0.6084 -4.7942 4.4666
C -1.8366 -2.3926 5.4267
N -2.6126 -2.1323 6.2388
N 0.0474 4.7041 -8.7980
C 0.0121 3.9344 -7.9442
C -0.0321 2.9638 -6.8689
C -0.4434 3.3551 -5.6011
C -0.4939 2.4310 -4.5721
C -0.1163 1.1124 -4.8119
C 0.3039 0.7225 -6.0816
C 0.3376 1.6464 -7.1103
N -0.1510 0.1673 -3.7697
C -0.2528 -1.2107 -3.8862
C -0.2844 -1.7020 -2.6288
N -0.1911 -0.6612 -1.7185
C -0.1344 0.4344 -2.4279
H -0.7371 4.3794 -5.4193
H -0.8434 2.7342 -3.5970
H 0.6237 -0.2925 -6.2608
H 0.6659 1.3455 -8.0953
H -0.3378 -1.6997 -4.8366
H -0.3978 -2.7150 -2.2898
H 0.0126 1.4198 -2.0203
*
```


[3]
Formula: C24H25BNO6
Source: OMol25
Level of theory: the ωB97M-V functional and the def2-TZVPD basis

Values from the calculation:
Total energy, eV: -39739.7814
LUMO, eV: -4.980
HOMO-LUMO gap, eV: 5.67

The geometry in ORCA input format:
```
! RIJCOSX wB97M-V def2-TZVPD def2/J DEFGRID3
* xyz 1 1
C -5.1927 0.1780 2.5636
C -3.9973 -0.4878 3.0415
C -3.7961 -1.7583 3.5440
C -2.3778 -1.9228 3.6170
C -1.7700 -0.7753 3.1044
B -0.5291 -0.4846 2.0887
N -0.9949 -0.5933 0.5217
C -2.0049 -1.6243 0.1678
C -1.4399 0.7730 0.1047
C -0.8808 1.6769 1.1858
O -0.8958 2.8836 1.2295
O -0.2477 0.9346 2.1871
C 0.3708 -0.9052 -0.0429
C 0.9039 -1.8959 0.9517
O 1.5384 -2.8986 0.7348
O 0.5406 -1.4861 2.2217
O -2.7948 0.1115 2.7884
H -6.0321 -0.5027 2.7721
H -5.3673 1.1408 3.0616
H -5.1853 0.3640 1.4709
H -4.5891 -2.4669 3.8168
H -1.8367 -2.7841 4.0056
H -1.9465 -1.8826 -0.8971
H -1.9065 -2.5425 0.7569
H -3.0222 -1.2404 0.3189
H -1.0258 1.0120 -0.8983
H -2.5444 0.8106 0.0540
H 0.3029 -1.2644 -1.0808
H 1.0458 -0.0234 -0.0181
C 5.7370 -1.0685 -1.7342
O 5.6243 -1.4352 -0.3357
C 4.8137 -0.8171 0.5455
C 4.5844 -1.4559 1.8032
C 3.6356 -0.9728 2.6627
C 2.9230 0.2325 2.3813
C 1.9087 0.7084 3.2569
C 1.7809 2.0517 3.6827
C 0.7864 2.2743 4.6739
C 0.7019 3.4798 5.3386
C 1.5695 4.5361 4.9872
C 2.4491 4.3877 3.9088
C 2.5539 3.1666 3.2412
C 3.3137 0.9407 1.2100
C 4.2199 0.4324 0.3022
H 6.4459 -1.8115 -2.1197
H 4.7690 -1.1567 -2.2549
H 6.1670 -0.0628 -1.8662
H 5.1217 -2.3935 1.9951
H 3.4200 -1.5143 3.5872
H 1.4807 -0.0352 3.9159
H 0.1218 1.4356 4.8837
H -0.0931 3.5930 6.0890
H 1.5319 5.4617 5.5625
H 3.0499 5.2418 3.5706
H 3.2159 3.0978 2.3791
H 2.8837 1.9177 1.0004
H 4.4214 0.9728 -0.6243
*
```


[4]
Formula: C24H25Cl2N2O7P2RhS
Source: OMol25
Level of theory: the ωB97M-V functional and the def2-TZVPD basis

Values from the calculation:
Total energy, eV: -100070.8151
LUMO, eV: -0.452
HOMO-LUMO gap, eV: 7.76

The geometry in ORCA input format:
```
! RIJCOSX wB97M-V def2-TZVPD def2/J DEFGRID3
* xyz 0 1
Rh -0.4782 0.4264 -0.2276
O -0.3322 -0.3109 3.7990
C 0.0881 -0.0146 2.6957
O -0.6192 0.6272 1.8173
C 1.5401 -0.3360 2.3660
C 2.3861 -0.4406 3.4573
C 3.7334 -0.7155 3.2976
C 4.2783 -0.9122 2.0442
C 3.4414 -0.7911 0.9609
C 2.0493 -0.5327 1.0568
O 1.3328 -0.5664 -0.0276
N 4.0570 -0.9590 -0.3573
O 4.7903 -1.9136 -0.5174
O 3.8275 -0.1181 -1.2119
N 4.6039 -0.8053 4.4692
O 4.0981 -0.6523 5.5629
O 5.7661 -1.1178 4.2829
H 1.9696 -0.3162 4.4464
H 5.3252 -1.1447 1.9174
C 1.1824 -0.4584 -3.0952
P -0.3153 0.3427 -2.4749
C -1.6597 -0.4246 -3.4084
C -0.1785 2.0653 -3.0458
C -0.3245 2.4433 -4.3769
C -0.1623 3.7701 -4.7420
C 0.1528 4.7261 -3.7839
C 0.3071 4.3567 -2.4578
C 0.1402 3.0262 -2.0865
P 0.3707 2.4495 -0.3816
C -0.3147 3.6759 0.7457
C 2.1503 2.4987 -0.0809
H 1.2646 -0.3326 -4.1753
H 1.1377 -1.5224 -2.8607
H 2.0533 -0.0368 -2.5964
H -1.4328 -0.4279 -4.4751
H -2.5811 0.1188 -3.2126
H -1.7648 -1.4545 -3.0649
H -0.5703 1.7065 -5.1318
H -0.2839 4.0625 -5.7765
H 0.2743 5.7616 -4.0727
H 0.5480 5.1075 -1.7149
H 0.3016 4.5755 0.7358
H -0.3079 3.2294 1.7413
H -1.3430 3.9025 0.4779
H 2.5208 3.5018 -0.2983
H 2.6603 1.7644 -0.7035
H 2.3364 2.2639 0.9689
S -2.5524 1.4739 -0.5809
C -3.6540 0.3977 0.3163
C -3.5904 0.2629 1.7034
C -4.4536 -0.6088 2.3503
C -5.3941 -1.3351 1.6330
C -5.4695 -1.1926 0.2558
C -4.5993 -0.3348 -0.4012
H -2.8366 0.8028 2.2546
H -4.3838 -0.7209 3.4247
H -6.0658 -2.0116 2.1457
H -6.2006 -1.7550 -0.3114
H -4.6454 -0.2323 -1.4777
Cl -1.5547 -1.9596 0.0366
C -0.2764 -3.1547 -0.2832
Cl -0.4331 -3.8584 -1.8973
H -0.3797 -3.9408 0.4543
H 0.6695 -2.6291 -0.2111
*
```